Record 1
{"formula": "C14H12F5N3O4", "method": "ωB97M-V/def2-TZVPD", "species": ["C", "C", "N", "N", "C", "O", "C", "C", "C", "C", "C", "C", "C", "H", "H", "N", "O", "O", "H", "H", "H", "H", "C", "O", "H", "C", "H", "H", "C", "F", "F", "C", "F", "F", "F", "H", "H", "H"], "xyz": [[-3.5277, -3.0965, 0.8174], [-2.8224, -1.9104, 0.2926], [-1.5581, -1.7782, 0.3131], [-1.2038, -0.5771, -0.2303], [0.0581, -0.2580, -0.6323], [0.2631, 0.7294, -1.3092], [1.1190, -1.2419, -0.1806], [2.4443, -0.5509, -0.0669], [2.9642, -0.2275, 1.1823], [4.1669, 0.4412, 1.2893], [4.8501, 0.7962, 0.1325], [4.3388, 0.4912, -1.1234], [3.1385, -0.1831, -1.2161], [2.7290, -0.4191, -2.1857], [4.8890, 0.7872, -2.0032], [6.1075, 1.4902, 0.2374], [6.6852, 1.7699, -0.7917], [6.5170, 1.7500, 1.3494], [4.5864, 0.6978, 2.2500], [2.4230, -0.5009, 2.0755], [0.8094, -1.6892, 0.7630], [1.1608, -2.0302, -0.9371], [-2.3828, 0.2540, -0.5546], [-2.3574, 0.7571, -1.8307], [-1.4619, 1.1185, -2.0096], [-3.5403, -0.7352, -0.3317], [-4.3323, -0.3467, 0.3044], [-3.9702, -1.0013, -1.2993], [-2.4349, 1.4161, 0.5002], [-2.8544, 0.9451, 1.7024], [-1.2161, 1.9506, 0.7243], [-3.3864, 2.5644, 0.0741], [-2.8777, 3.2732, -0.9252], [-3.6156, 3.3954, 1.0883], [-4.5706, 2.0864, -0.3188], [-4.1644, -3.5243, 0.0450], [-4.1646, -2.8064, 1.6520], [-2.8091, -3.8373, 1.1533]], "forces_ev_per_a": [[0.1, -0.1, 0.1], [-0.1, 0.6, -0.2], [0.2, -1.0, 0.4], [-0.6, 0.9, -0.2], [-0.3, -0.7, 0.3], [0.2, 0.3, -0.2], [0.2, 0.2, 0.0], [0.1, 0.0, 0.0], [0.0, -0.1, -0.2], [0.3, 0.2, -0.1], [-1.2, -0.6, 0.0], [0.3, 0.1, 0.1], [0.0, 0.0, 0.2], [0.0, 0.0, -0.1], [0.0, 0.0, 0.0], [0.5, 0.3, 0.0], [0.2, 0.1, -0.2], [0.1, 0.1, 0.2], [0.0, 0.0, 0.0], [-0.1, 0.0, 0.1], [0.1, 0.0, -0.1], [0.0, -0.1, 0.1], [0.2, 0.2, 0.6], [0.0, 0.1, -0.6], [-0.2, -0.2, 0.3], [0.3, 0.0, -0.1], [0.0, 0.0, 0.0], [0.0, 0.0, 0.0], [0.0, 0.0, -0.1], [-0.2, -0.1, -0.1], [-0.1, 0.1, -0.2], [-0.1, 0.3, -0.1], [0.2, 0.1, 0.0], [0.1, 0.0, 0.3], [-0.1, -0.3, 0.0], [-0.1, -0.1, 0.0], [-0.1, 0.0, 0.1], [0.0, -0.1, 0.0]], "lowdin_charge": [-0.018, -0.303, 0.171, 0.019, -0.387, 0.091, -0.044, -0.209, -0.010, 0.015, -0.152, 0.021, -0.013, 0.123, 0.121, -0.364, 0.081, 0.079, 0.120, 0.118, 0.114, 0.140, -0.371, 0.071, 0.112, 0.009, 0.129, 0.146, -0.347, 0.135, 0.153, -0.555, 0.187, 0.181, 0.175, 0.088, 0.089, 0.084], "smiles": "CC1=NN(C(=O)Cc2ccc([N+](=O)[O-])cc2)[C@](O)(C(F)(F)C(F)(F)F)C1", "spin_multiplicity": 1, "e_homo_ha": -0.356, "homo_lumo_gap_ev": 9.3, "e_tot_ev": -40958.39639}

---

Record 2
{"formula": "C14H12N2NiO5Te4", "method": "ωB97M-V/def2-TZVPD", "species": ["Ni", "O", "C", "O", "C", "C", "C", "C", "C", "O", "C", "C", "O", "O", "H", "H", "H", "H", "H", "H", "H", "H", "Te", "Te", "Te", "Te", "N", "C", "C", "C", "C", "C", "N", "C", "H", "H", "H", "H"], "xyz": [[-1.3846, 1.1025, -0.0393], [-3.2286, -0.0303, 3.2903], [-2.6464, -0.1263, 2.2142], [-2.9035, 0.5297, 1.1450], [-1.5557, -1.2155, 2.0860], [-1.5301, -1.8184, 0.6773], [-0.7617, -3.1436, 0.6631], [0.7054, -2.6555, 0.7717], [0.5092, -1.1429, 0.8735], [-0.6123, -0.9368, -0.0145], [-0.0689, -0.7479, 2.2432], [0.2102, 0.7498, 2.4688], [0.9028, 1.0657, 3.4355], [-0.2242, 1.5414, 1.5655], [-1.7899, -1.9693, 2.8375], [-2.4838, -1.8066, 0.1576], [-0.9325, -3.6829, -0.2686], [-1.0624, -3.7838, 1.4928], [1.2718, -2.9070, -0.1257], [1.2334, -3.0529, 1.6386], [1.3482, -0.5327, 0.5437], [0.4267, -1.2917, 3.0458], [-2.6417, 3.4405, -0.5361], [-1.1104, 4.8976, -2.1432], [-2.3379, 1.6071, -4.5381], [-3.1545, 1.0434, -2.0778], [3.0990, -1.3385, -3.8909], [2.6652, -0.5038, -3.2287], [2.1640, 0.5317, -2.3711], [3.0392, 1.4453, -1.7837], [2.5247, 2.4243, -0.9634], [1.1550, 2.4499, -0.7290], [0.3276, 1.5526, -1.2649], [0.8053, 0.6262, -2.0838], [4.1014, 1.3758, -1.9805], [3.1628, 3.1583, -0.4930], [0.6966, 3.1947, -0.0955], [0.0804, -0.0500, -2.5220]], "forces_ev_per_a": [[0.2, 0.2, -0.1], [0.0, 0.0, 0.0], [0.0, -0.1, 0.0], [0.0, 0.1, 0.1], [0.0, 0.0, 0.0], [0.0, 0.0, 0.0], [0.0, 0.0, 0.0], [0.0, 0.0, 0.0], [0.0, 0.0, 0.0], [0.0, 0.0, -0.1], [0.0, 0.0, 0.0], [-0.1, 0.0, 0.0], [0.0, 0.0, 0.0], [0.0, 0.0, 0.0], [0.0, 0.0, 0.0], [0.0, 0.0, 0.0], [0.0, 0.0, 0.0], [0.0, 0.0, 0.0], [0.0, 0.0, 0.0], [0.0, 0.0, 0.0], [0.0, 0.0, 0.0], [0.0, 0.0, 0.0], [0.0, -0.1, -0.1], [0.0, 0.0, 0.0], [0.2, -0.1, 0.0], [-0.3, 0.1, 0.1], [0.0, 0.0, 0.0], [0.0, 0.0, 0.0], [0.0, 0.0, 0.0], [0.0, 0.0, 0.0], [0.0, 0.0, 0.0], [0.0, 0.1, -0.1], [0.0, -0.2, 0.4], [-0.1, 0.1, -0.2], [0.0, 0.0, 0.0], [0.0, 0.0, 0.0], [0.0, -0.1, 0.1], [0.0, 0.0, 0.0]], "mulliken_spin": [1.589, 0.007, -0.003, 0.043, 0.001, -0.003, 0.001, 0.002, -0.001, 0.032, 0.001, 0.001, 0.002, 0.046, -0.001, 0.008, 0.000, -0.001, 0.000, -0.001, 0.002, 0.000, 0.111, 0.025, 0.019, 0.077, 0.001, 0.000, 0.006, 0.000, 0.004, 0.001, 0.032, 0.001, 0.000, 0.000, -0.001, -0.003], "spin_multiplicity": 3, "e_homo_ha": [-0.029, -0.039], "total_charge": -2, "homo_lumo_gap_ev": [5.1, 5.3], "e_tot_ev": -98151.14923}

---

Record 3
{"formula": "C14H12N2O4SeSn", "method": "ωB97M-V/def2-TZVPD", "species": ["Sn", "C", "O", "C", "O", "C", "O", "C", "O", "C", "H", "H", "C", "H", "H", "C", "N", "C", "Se", "N", "C", "C", "C", "C", "C", "C", "H", "H", "H", "H", "H", "H", "H", "H"], "xyz": [[-0.3997, -1.3289, -0.7655], [-2.3848, -1.6116, 0.9071], [-3.2756, -1.0867, 1.4092], [-0.8228, -3.9028, -2.4387], [-1.1682, -4.8080, -3.0480], [1.5614, -3.0451, 0.2207], [2.4838, -3.6043, 0.6263], [-1.1531, -0.3374, -3.1713], [-1.3515, 0.3196, -4.0827], [3.6180, -1.1067, -3.7336], [3.4795, -0.1720, -4.2980], [4.4918, -1.2085, -3.0749], [2.8368, -2.1613, -3.9810], [3.0561, -3.1272, -3.5042], [2.0445, -2.0704, -4.7367], [1.2090, -0.1559, 2.2155], [0.6135, 1.0211, 1.5955], [0.7153, 1.2674, 0.2578], [1.7191, 0.2466, -0.9417], [-0.1803, 2.2561, -0.0227], [-0.9583, 2.5453, 1.1018], [-2.2116, 3.1316, 1.1774], [-2.9702, 2.8829, 2.3277], [-2.4921, 2.0311, 3.3481], [-1.2076, 1.4625, 3.2757], [-0.4661, 1.7598, 2.1372], [1.2240, -0.0336, 3.3024], [2.2244, -0.2793, 1.8312], [0.6440, -1.0691, 1.9896], [-0.4723, 2.4889, -0.9551], [-2.5514, 3.7525, 0.3508], [-3.9599, 3.3447, 2.4356], [-3.1279, 1.8010, 4.2081], [-0.7678, 0.7975, 4.0363]], "forces_ev_per_a": [[1.0, -0.4, -1.1], [-3.9, 1.4, 3.0], [2.8, -1.6, -1.7], [-1.0, -2.6, -1.8], [1.0, 2.7, 1.8], [3.5, -2.3, 1.5], [-3.4, 2.1, -1.5], [-0.5, 2.0, -2.9], [0.5, -1.8, 2.4], [0.1, -0.2, -0.2], [0.1, -0.4, 0.5], [-0.4, 0.3, -0.3], [0.1, 0.3, 0.1], [-0.3, 0.4, -0.3], [0.3, -0.3, 0.4], [0.5, 0.1, 0.4], [-0.4, -0.1, -0.9], [-1.1, 1.1, 1.6], [0.5, 0.2, -0.6], [0.3, -0.8, 0.2], [-0.2, -0.6, 0.0], [-0.4, 0.5, 0.4], [0.2, 0.1, -0.3], [0.8, -0.2, 0.2], [-0.4, 0.3, 0.4], [0.2, -0.9, -0.5], [0.1, 0.0, -0.3], [-0.1, 0.0, 0.2], [-0.1, 0.1, 0.1], [0.3, 0.3, -0.3], [-0.2, -0.1, 0.3], [0.5, -0.3, -0.1], [0.3, 0.2, -0.3], [-0.6, 0.4, -0.3]], "lowdin_charge": [0.979, -0.105, 0.115, 0.003, 0.113, -0.037, 0.138, -0.056, 0.145, -0.100, 0.065, 0.064, -0.095, 0.056, 0.055, -0.026, -0.059, -0.711, 0.699, 0.150, -0.172, 0.016, -0.027, -0.030, 0.013, -0.146, 0.115, 0.090, 0.060, 0.166, 0.131, 0.131, 0.128, 0.130], "e_above_lowest_kj_mol": 0.0, "spin_multiplicity": 1, "e_homo_ha": -0.566, "total_charge": 2, "homo_lumo_gap_ev": 6.7, "e_tot_ev": -97041.75971}

---

Record 4
{"formula": "C14H12N2O5S3Tl", "method": "ωB97M-V/def2-TZVPD", "species": ["Tl", "O", "C", "O", "C", "C", "C", "C", "C", "N", "C", "O", "O", "H", "H", "H", "H", "H", "O", "C", "C", "C", "C", "C", "C", "N", "H", "H", "H", "H", "H", "H", "H", "S", "C", "S", "S"], "xyz": [[-0.6042, 1.8152, 0.6513], [0.8290, 1.0680, -4.0565], [0.6308, 1.0286, -2.7364], [-0.4267, 1.2600, -2.2121], [1.8863, 0.6671, -1.9881], [3.1108, 0.5350, -2.6299], [4.2180, 0.2259, -1.8598], [4.0529, 0.0443, -0.4961], [2.7821, 0.1785, 0.0485], [1.7206, 0.4986, -0.6832], [2.4730, -0.0138, 1.5186], [3.4292, -0.5260, 2.2987], [1.4060, 0.2709, 1.9900], [-0.0102, 1.3265, -4.4686], [3.1849, 0.6823, -3.6968], [5.1945, 0.1297, -2.3128], [4.9187, -0.1752, 0.1147], [4.2018, -0.8040, 1.7939], [-3.2568, 1.6477, -0.2767], [-3.3667, 0.4380, -1.0138], [-2.8093, -0.7471, -0.2644], [-3.4107, -1.9945, -0.3372], [-2.8356, -3.0584, 0.3387], [-1.6868, -2.8418, 1.0810], [-1.1608, -1.5615, 1.1157], [-1.7023, -0.5392, 0.4529], [-3.8761, 1.6215, 0.4619], [-2.7853, 0.5935, -1.9230], [-4.3992, 0.2407, -1.3117], [-4.3208, -2.1237, -0.9070], [-3.2875, -4.0406, 0.2987], [-1.2071, -3.6370, 1.6330], [-0.2811, -1.3357, 1.7063], [-0.2543, 2.6319, 5.8326], [-0.8338, 2.1028, 4.3045], [0.3270, 3.3227, 3.8997], [-1.8507, 1.0694, 3.6334]], "forces_ev_per_a": [[0.0, 0.1, 0.0], [-0.1, 0.0, 0.1], [0.2, 0.0, -0.2], [-0.1, 0.0, 0.1], [-0.1, 0.0, 0.0], [0.0, 0.0, 0.0], [0.0, 0.0, 0.0], [0.0, 0.0, 0.0], [-0.1, 0.0, 0.1], [0.1, 0.0, 0.0], [0.1, -0.1, 0.1], [-0.1, 0.0, -0.1], [0.0, 0.1, 0.0], [0.0, 0.0, -0.1], [0.0, 0.0, 0.0], [0.0, 0.0, 0.0], [0.0, 0.0, 0.0], [0.0, 0.0, 0.0], [0.0, 0.0, 0.0], [0.0, 0.0, -0.1], [0.0, 0.0, 0.0], [0.0, 0.0, 0.0], [0.0, -0.1, 0.0], [0.0, 0.1, 0.0], [0.0, -0.1, 0.0], [0.1, 0.0, 0.0], [0.0, 0.0, 0.0], [0.0, 0.0, 0.0], [0.0, 0.0, 0.1], [0.0, 0.0, 0.0], [0.0, 0.0, 0.0], [0.0, 0.0, 0.0], [0.0, 0.0, 0.0], [0.0, 0.0, 0.0], [0.0, 0.0, 0.0], [0.0, 0.0, 0.0], [0.0, 0.0, 0.0]], "lowdin_charge": [0.915, 0.144, -0.448, 0.037, -0.161, 0.040, -0.004, 0.024, -0.160, 0.153, -0.443, 0.163, 0.003, 0.148, 0.129, 0.126, 0.122, 0.104, -0.148, -0.188, -0.254, -0.003, -0.037, -0.035, -0.129, 0.019, 0.103, 0.114, 0.131, 0.121, 0.118, 0.114, 0.095, 0.620, -1.690, 0.522, 0.635], "e_above_lowest_kj_mol": 0.0, "spin_multiplicity": 1, "e_homo_ha": -0.419, "total_charge": 1, "homo_lumo_gap_ev": 8.1, "e_tot_ev": -65124.73551}

---

Record 5
{"formula": "C14H12N5O4Pd", "method": "ωB97M-V/def2-TZVPD", "species": ["Pd", "C", "C", "N", "C", "C", "N", "C", "O", "O", "C", "O", "O", "H", "H", "H", "H", "H", "N", "C", "C", "C", "C", "N", "C", "C", "H", "H", "H", "H", "C", "C", "N", "H", "H", "H"], "xyz": [[0.2278, -0.9084, -0.3182], [-2.4710, 1.9608, -0.8942], [-1.0932, 2.0372, -1.4236], [-0.1603, 1.1324, -1.1704], [0.9784, 1.5110, -1.8373], [0.7145, 2.6856, -2.5022], [-0.5909, 2.9926, -2.2208], [1.4989, 3.6063, -3.3876], [2.7403, 3.2997, -3.6224], [0.9244, 4.5755, -3.8183], [2.2257, 0.6664, -1.7841], [3.2091, 1.0225, -2.4185], [2.1529, -0.3841, -1.0731], [-2.5701, 1.0491, -0.3014], [-3.1913, 1.9354, -1.7093], [-2.7028, 2.8244, -0.2739], [-1.0413, 3.8194, -2.5964], [3.0629, 2.4355, -3.2106], [0.5067, -0.7486, 7.1917], [0.5273, -0.7670, 6.0488], [0.5159, -0.7772, 4.6282], [0.7883, -1.9457, 3.9130], [0.6986, -1.9095, 2.5327], [0.3647, -0.8002, 1.8708], [0.1578, 0.3327, 2.5436], [0.2160, 0.3912, 3.9237], [1.0561, -2.8550, 4.4266], [0.9004, -2.7963, 1.9359], [-0.0602, 1.2172, 1.9534], [0.0304, 1.3134, 4.4492], [-1.8306, -4.8467, -2.0241], [-1.1475, -3.7747, -1.3963], [-0.6059, -2.9096, -0.8660], [-1.1288, -5.6441, -2.2739], [-2.3076, -4.4960, -2.9409], [-2.5958, -5.2453, -1.3548]], "forces_ev_per_a": [[0.3, 1.0, -0.4], [-0.2, 0.1, 0.0], [-0.1, -0.3, 0.3], [0.3, -0.6, 0.3], [0.2, 0.5, -0.3], [0.5, -0.5, 0.1], [0.2, -0.2, 0.1], [-0.5, -0.1, 0.3], [0.6, -0.1, -0.2], [0.1, 0.0, 0.0], [-0.5, 1.5, -0.7], [0.2, -0.2, 0.1], [-0.6, -1.2, 0.9], [0.0, 0.2, -0.1], [-0.1, 0.0, 0.0], [0.0, 0.0, 0.1], [0.0, -0.1, 0.0], [-0.5, 0.3, 0.0], [0.0, 0.0, 0.5], [0.0, 0.0, 0.1], [0.0, 0.0, -1.0], [-0.1, 0.3, 0.0], [0.1, -0.3, 0.2], [0.1, -0.1, -0.6], [-0.1, 0.3, 0.1], [0.1, -0.3, 0.0], [0.0, -0.1, 0.0], [-0.1, 0.1, 0.1], [0.0, -0.1, 0.1], [0.0, 0.1, 0.0], [-0.6, -0.9, -0.6], [0.8, 1.3, 0.9], [-0.2, -0.5, -0.1], [0.0, 0.1, 0.0], [0.0, 0.0, 0.0], [0.1, 0.0, 0.0]], "mulliken_spin": [1.442, 0.003, -0.004, 0.091, -0.003, 0.007, 0.003, -0.001, 0.000, 0.001, 0.028, 0.015, 0.250, 0.000, 0.000, 0.000, 0.000, 0.001, -0.002, 0.001, -0.005, 0.006, 0.011, 0.111, 0.004, 0.007, 0.001, 0.002, 0.006, 0.002, 0.001, 0.018, 0.003, 0.001, 0.000, 0.001], "e_above_lowest_kj_mol": 46.4, "spin_multiplicity": 3, "e_homo_ha": [-0.464, -0.463], "total_charge": 1, "homo_lumo_gap_ev": [8.6, 6.8], "e_tot_ev": -33826.68849}

---

Record 6
{"formula": "C14H12N6O4", "method": "ωB97M-V/def2-TZVPD", "species": ["C", "C", "N", "C", "N", "C", "C", "H", "O", "C", "N", "N", "C", "O", "C", "C", "H", "H", "C", "H", "H", "H", "O", "C", "N", "N", "C", "O", "C", "C", "H", "H", "H", "H", "H", "H"], "xyz": [[4.8827, -2.1306, -1.8031], [3.5299, -1.5019, -1.2585], [2.5698, -1.1483, -2.2596], [1.5576, -0.7450, -1.7691], [1.3566, -0.4594, -0.4227], [2.2087, -1.0002, 0.4252], [3.4675, -1.6281, 0.1213], [4.1457, -1.6023, 0.7187], [1.9036, -0.6715, 1.5937], [0.6176, -0.1735, 2.0309], [0.5956, 0.7928, 2.5600], [-0.3945, 1.4519, 2.9917], [-1.6235, 1.1242, 2.9115], [-2.7833, 1.5892, 3.1316], [-1.6976, -0.0380, 1.8804], [-0.5759, -0.8974, 1.5404], [-0.5576, -1.6592, 1.0541], [-2.6945, -0.5949, 1.6386], [-0.4399, 2.6300, 3.9839], [0.6965, 2.6104, 4.1483], [-0.7597, 3.4615, 3.5677], [-0.8059, 2.1125, 4.8929], [0.5832, -0.5764, -2.8418], [-0.5857, -0.2282, -2.3588], [-1.6002, -0.4982, -2.9112], [-2.8594, -0.2325, -2.3420], [-2.9912, 0.8451, -1.4199], [-4.3397, 1.1478, -1.4427], [-1.8469, 1.4294, -1.1500], [-0.6905, 1.0949, -1.4726], [0.1802, 1.7294, -1.3621], [-1.9684, 2.5504, -0.5938], [-3.6144, -0.8375, -2.7225], [5.0194, -2.0967, -2.8411], [5.2064, -3.0823, -1.4105], [5.6011, -1.4396, -1.6654]], "forces_ev_per_a": [[-2.9, 0.1, 0.0], [3.3, -3.2, -2.1], [8.6, -3.6, 0.1], [-5.9, 2.6, 2.3], [-1.4, -1.2, -3.8], [-0.1, 1.1, -2.5], [-11.2, 2.7, -9.1], [8.1, -0.7, 6.9], [0.1, 0.0, 6.4], [-0.2, -16.0, -10.7], [3.8, 14.4, 8.3], [-2.1, 5.5, 4.0], [-8.0, -4.9, -6.5], [3.8, 0.3, 1.4], [0.9, -5.8, -0.3], [-2.3, 13.4, 7.8], [-0.1, -8.9, -5.7], [1.5, 2.0, 0.5], [7.0, -6.5, 2.1], [-1.4, 1.2, 0.2], [-2.1, 3.7, -1.6], [-0.6, 1.4, -0.5], [2.4, -0.3, 2.3], [2.7, 6.9, 4.4], [-7.6, -4.7, -2.6], [3.1, 0.5, 0.1], [-12.9, -4.3, -5.9], [6.5, -0.2, 2.1], [-1.4, 9.4, 6.0], [6.0, -4.4, -3.0], [0.0, -0.3, 0.2], [0.2, -3.2, -1.5], [0.7, 1.4, 0.5], [-1.0, -0.7, -1.9], [-0.4, -0.2, 0.3], [2.8, 2.5, 1.7]], "lowdin_charge": [-0.010, -0.137, 0.206, -0.353, 0.209, -0.369, 0.120, 0.030, 0.125, -0.327, 0.181, -0.066, -0.464, 0.022, 0.108, 0.112, 0.004, 0.148, 0.082, 0.120, 0.039, 0.117, 0.110, -0.397, 0.146, 0.095, -0.355, -0.098, -0.123, 0.043, 0.126, 0.212, 0.172, 0.057, 0.084, 0.032], "smiles": "Cc1cc(Oc2ccc(=O)n(C)n2)nc(Oc2ccc(=O)[nH]n2)n1", "e_above_lowest_kj_mol": 963.2, "spin_multiplicity": 1, "e_homo_ha": -0.323, "homo_lumo_gap_ev": 8.7, "e_tot_ev": -31829.50164}